[1]
{
  "formula": "C24H24AlN9S2Si",
  "method": "the ωB97M-V functional and the def2-TZVPD basis",
  "species": ["Al", "N", "C", "C", "C", "C", "C", "C", "N", "C", "C", "C", "S", "C", "N", "H", "H", "H", "H", "H", "H", "H", "C", "Si", "C", "C", "C", "C", "C", "C", "N", "C", "S", "H", "H", "H", "H", "H", "H", "H", "H", "H", "H", "H", "H", "N", "C", "N", "C", "N", "C", "C", "N", "C", "C", "N", "H", "H", "H", "H", "H"],
  "positions_angstrom": [[10.3199, 8.6349, 9.9070], [13.8468, 8.2436, 12.1193], [13.3198, 7.1129, 12.7614], [13.9603, 6.0986, 13.4935], [13.1552, 5.0110, 13.9041], [11.8041, 5.0072, 13.7015], [11.1553, 5.9666, 12.8918], [11.9941, 6.8947, 12.2988], [11.8010, 7.8502, 11.2309], [12.8989, 8.6210, 11.1968], [13.0432, 9.5487, 10.0868], [14.0227, 10.3916, 9.6792], [13.5487, 11.3074, 8.3206], [12.0376, 10.5343, 8.3235], [11.9281, 9.5588, 9.2476], [14.8422, 8.4452, 11.9581], [15.0601, 6.0248, 13.6036], [13.5502, 4.1031, 14.4479], [11.1318, 4.3830, 14.2703], [10.0981, 5.9306, 12.6070], [15.0941, 10.3984, 9.9756], [11.2520, 10.7233, 7.5492], [5.6302, 10.5610, 12.1307], [6.6412, 10.3512, 13.6339], [6.5365, 11.7289, 14.8340], [6.0358, 8.6712, 14.3657], [8.4204, 10.3080, 13.0488], [9.2648, 11.3244, 13.5446], [10.1867, 11.9263, 12.6884], [10.4606, 11.3053, 11.5055], [9.9417, 10.1021, 11.2174], [8.8668, 9.5764, 11.9033], [8.4475, 8.0531, 11.2936], [4.5864, 10.7640, 12.5124], [5.7127, 9.7434, 11.4595], [5.8057, 11.4584, 11.5050], [5.5122, 11.7862, 15.2041], [6.7455, 12.6907, 14.3650], [7.1079, 11.4802, 15.7384], [6.6643, 8.1809, 15.1163], [5.9401, 7.9530, 13.5546], [5.0940, 8.9380, 14.8437], [9.1334, 11.7337, 14.5393], [10.7728, 12.8369, 13.0032], [11.2048, 11.7236, 10.8034], [8.0954, 9.5906, 6.5165], [8.4642, 10.0509, 7.7265], [9.2030, 9.1105, 8.3003], [9.2526, 8.0757, 7.4019], [8.5230, 8.2966, 6.3707], [10.0057, 6.9036, 7.6277], [10.1581, 5.8757, 6.6972], [10.8107, 4.7480, 6.9624], [11.2258, 4.5617, 8.1921], [11.0472, 5.5770, 9.1525], [10.5755, 6.7833, 8.8280], [7.4809, 10.0277, 5.8300], [8.1349, 11.0157, 8.1980], [9.9599, 6.0616, 5.6352], [11.7887, 3.6320, 8.3575], [11.2795, 5.4106, 10.1733]],
  "forces_ev_per_a": [[-0.51, -0.75, 2.02], [-0.59, -0.01, -1.30], [0.40, -1.45, -0.05], [0.13, -0.84, -0.12], [1.78, -0.30, 0.79], [-2.53, 1.44, -0.36], [0.49, -0.78, -0.51], [0.87, 2.36, -0.74], [0.46, 0.91, 0.89], [-0.04, -2.19, 0.46], [-0.69, -0.03, -0.66], [1.60, -0.20, 0.17], [-0.56, -0.28, 0.11], [-0.38, -1.32, -0.07], [0.33, 2.10, -0.78], [-0.75, -0.20, 0.52], [-0.87, 0.42, 0.19], [-0.02, 1.47, -0.62], [0.27, -0.67, -0.19], [0.40, -0.06, 0.41], [-1.14, 0.30, 0.12], [0.91, -0.14, 0.96], [-1.32, 2.30, -0.12], [0.07, -2.24, 0.95], [-0.64, -0.07, 0.50], [0.82, 1.01, -0.04], [0.52, -0.20, -0.02], [-0.60, -0.24, -1.14], [1.33, 0.99, 0.98], [0.80, -0.04, -0.33], [-0.59, -0.28, -0.96], [1.74, 2.46, 0.95], [-0.43, -1.06, -0.62], [0.75, -0.76, -0.58], [-0.37, -1.04, -0.40], [0.31, -0.20, 0.45], [-0.20, 0.03, -0.10], [0.35, 0.05, 0.36], [0.24, 0.48, -0.30], [0.05, 0.38, -0.01], [-0.45, 0.01, -0.07], [-0.30, -0.46, -0.13], [-0.32, 0.04, -0.15], [-0.84, -1.11, -0.47], [-0.48, -0.32, 0.36], [-0.05, -0.78, 1.12], [-0.44, 0.43, 0.10], [0.98, 0.10, 0.48], [-1.00, 1.86, 0.03], [-0.55, 1.18, -2.09], [1.09, -2.23, -0.23], [0.49, 0.50, -1.09], [-0.21, 0.37, -0.59], [0.09, 0.25, 0.56], [0.46, -0.10, -0.45], [-1.12, 0.06, 0.60], [0.18, -0.31, 0.24], [0.53, -1.15, -0.73], [-0.58, -0.18, 0.51], [-0.50, 0.46, 0.44], [0.62, 0.04, 0.75]],
  "lowdin_charge": [-0.02, 0.20, -0.16, 0.02, -0.07, -0.07, -0.01, -0.17, 0.15, -0.20, -0.26, -0.29, 1.16, -0.37, 0.00, 0.19, 0.13, 0.14, 0.12, 0.10, 0.12, 0.11, -0.18, 0.48, -0.18, -0.16, -0.20, -0.04, -0.05, -0.12, -0.03, -0.68, 0.81, 0.07, 0.01, 0.05, 0.05, 0.05, 0.05, 0.03, 0.02, 0.03, 0.11, 0.14, 0.12, 0.10, -0.05, 0.09, -0.30, 0.19, -0.17, -0.01, 0.13, -0.05, -0.01, 0.11, 0.19, 0.18, 0.14, 0.14, 0.10],
  "e_tot_ev": -74825.0383,
  "de_lowest_kcal_mol": 2.0,
  "homo_lumo_gap_ev": 6.788,
  "max_force_ev_per_a": 3.16,
  "total_charge": 2
}

[2]
{
  "formula": "C24H24AsCl5F6N3O4S3V",
  "method": "the ωB97M-V functional and the def2-TZVPD basis",
  "species": ["V", "F", "C", "F", "F", "S", "O", "O", "N", "S", "O", "O", "C", "F", "F", "F", "Cl", "C", "C", "C", "Cl", "C", "Cl", "C", "Cl", "C", "Cl", "C", "H", "H", "H", "C", "C", "C", "C", "N", "C", "S", "N", "C", "H", "H", "H", "H", "H", "H", "H", "H", "C", "As", "C", "C", "C", "C", "C", "C", "C", "C", "H", "H", "H", "H", "H", "H", "H", "H", "H", "H", "H", "H", "H"],
  "positions_angstrom": [[0.5342, 0.4766, -0.7698], [-2.2473, -2.0552, 3.6749], [-1.2128, -2.8230, 4.0071], [-1.6910, -4.0552, 4.2958], [-0.7140, -2.3312, 5.1672], [0.2870, -2.9991, 2.8494], [0.0713, -1.4842, 2.2663], [1.9476, -2.7167, 1.6860], [-0.6422, -3.7312, 1.6883], [-0.8924, -1.5325, -2.0307], [-1.1085, -0.2301, -2.8138], [-2.1754, -2.2813, -2.2303], [1.3411, -3.3647, -2.0054], [1.0338, -3.8314, -3.2452], [1.8064, -0.6938, -1.7875], [2.1391, -4.3269, -1.5055], [2.9310, 1.8420, 2.5008], [3.4300, 0.9285, 1.1015], [2.4547, 0.5490, 0.2076], [3.0621, -0.1503, -0.8949], [0.7480, -2.0040, -1.2606], [4.3465, -0.4671, -1.1481], [4.8240, -1.2114, -2.6355], [5.2633, -0.0700, -0.1618], [6.9405, -0.4037, -0.3737], [4.7946, 0.5992, 0.9560], [5.9212, 1.0591, 2.1814], [0.2895, 2.5534, -0.5631], [-0.6973, 2.9699, -0.8051], [0.9682, 2.9552, -1.3344], [0.6051, 3.0233, 0.3732], [-1.5873, -6.3318, -2.0312], [-0.8943, -6.2440, -0.7136], [-0.0489, -7.1851, -0.2107], [0.5814, -6.9503, 1.0397], [0.4095, -5.8431, 1.7217], [-0.4177, -4.9005, 1.1951], [0.9351, -2.1115, 0.6276], [-1.1213, -5.1329, 0.0199], [1.5205, -7.9521, 1.6336], [-1.3164, -7.2496, -2.5460], [-1.3062, -5.4730, -2.6453], [-2.6687, -6.2942, -1.8940], [0.1500, -8.0892, -0.7664], [-1.5647, -4.3113, -0.3887], [1.2882, -8.9633, 1.3009], [1.4672, -7.8947, 2.7183], [2.5431, -7.7159, 1.3332], [-3.4908, -1.1537, 0.1688], [-2.0727, 0.1669, -0.1122], [-3.2508, 1.2882, -1.2104], [-2.2177, 1.1703, 1.6318], [-3.4513, 1.9900, 1.7757], [-4.6204, 1.4638, 2.3263], [-5.7808, 2.2222, 2.3990], [-5.7909, 3.5319, 1.9421], [-4.6218, 4.0835, 1.4327], [-3.4690, 3.3202, 1.3492], [-4.2127, -0.7507, 0.8754], [-3.0737, -2.0962, 0.5207], [-3.9441, -1.3182, -0.8043], [-4.2735, 1.2386, -0.8396], [-3.1805, 0.8569, -2.2075], [-2.9076, 2.3197, -1.2475], [-1.3194, 1.7862, 1.6368], [-2.1357, 0.4067, 2.4055], [-4.6080, 0.4564, 2.7260], [-6.6801, 1.7899, 2.8211], [-6.6973, 4.1219, 1.9936], [-4.6104, 5.1154, 1.1032], [-2.5527, 3.7483, 0.9578]],
  "forces_ev_per_a": [[-2.05, -0.30, 1.59], [0.08, -0.11, -0.29], [0.41, -0.21, 0.40], [-0.09, 0.02, -0.04], [-0.07, 0.07, -0.01], [-2.03, 2.53, 0.47], [-0.22, -2.09, 2.95], [0.16, -0.51, -1.33], [-0.61, -0.71, 0.57], [-10.15, 3.56, -4.59], [1.71, -0.59, 0.19], [0.84, -0.97, 0.16], [1.43, -2.21, -1.98], [-0.49, 1.00, 0.16], [9.71, 7.63, -2.81], [-0.40, 0.41, 1.04], [0.03, -0.01, -0.04], [-0.24, 0.08, 0.26], [1.77, -1.50, -2.99], [-2.29, 1.67, 2.37], [0.57, -10.89, 0.07], [0.13, -0.37, -1.05], [-0.04, -0.03, 0.21], [-0.07, 0.02, 0.03], [-0.09, -0.05, -0.03], [-0.01, 0.17, 0.24], [-0.01, -0.01, -0.03], [-0.11, 0.47, -0.45], [-0.03, -0.10, -0.01], [-0.01, 0.06, 0.03], [0.08, -0.23, 0.09], [0.04, 0.09, 0.01], [-0.07, -0.02, -0.10], [0.02, -0.28, -0.06], [-0.01, 0.44, 0.09], [-0.02, -0.37, -0.34], [-0.10, 0.57, 0.54], [2.28, 2.17, 3.49], [0.58, -0.17, -0.05], [-0.07, -0.12, -0.04], [-0.01, 0.00, -0.01], [-0.02, -0.01, -0.03], [0.00, -0.01, -0.01], [-0.03, -0.01, 0.00], [-0.14, -0.14, 0.05], [0.02, 0.00, 0.00], [0.03, 0.01, 0.00], [-0.01, 0.03, -0.02], [0.49, -0.38, -0.02], [-1.17, 1.53, 1.29], [0.35, -0.05, -0.22], [-0.02, -0.24, -0.20], [0.03, 0.04, 0.11], [0.02, 0.02, 0.03], [-0.01, 0.00, -0.02], [0.00, 0.00, 0.00], [-0.01, 0.00, -0.01], [0.01, -0.05, 0.03], [0.01, 0.02, 0.00], [-0.05, 0.03, 0.14], [-0.06, -0.03, 0.02], [0.02, 0.06, 0.08], [-0.10, 0.05, -0.03], [0.00, 0.00, 0.02], [-0.01, 0.02, 0.13], [0.10, 0.01, 0.03], [-0.02, -0.02, -0.03], [0.01, -0.01, 0.01], [0.01, 0.01, 0.02], [0.01, -0.01, -0.03], [-0.03, 0.03, -0.04]],
  "lowdin_charge": [0.59, 0.11, -0.72, 0.07, 0.06, 1.03, -0.62, -0.64, -0.20, 0.36, -0.53, -0.48, -0.57, 0.03, -0.43, 0.05, 0.65, -0.68, -0.17, -0.14, 0.46, -0.65, 0.71, -0.70, 0.67, -0.69, 0.66, -0.25, -0.04, -0.02, -0.02, 0.00, -0.28, 0.01, -0.30, 0.19, -0.43, 0.60, 0.19, -0.02, 0.08, 0.09, 0.10, 0.11, 0.15, 0.07, 0.08, 0.09, -0.26, 1.15, -0.26, -0.28, -0.31, -0.06, -0.10, -0.11, -0.09, -0.06, 0.01, 0.02, 0.02, 0.03, 0.02, 0.02, 0.06, 0.07, 0.11, 0.10, 0.09, 0.10, 0.11],
  "multiplicity": 4,
  "e_tot_ev": -235866.6919,
  "de_lowest_kcal_mol": 521.4,
  "homo_lumo_gap_ev": [5.917, 6.690],
  "max_force_ev_per_a": 12.66,
  "total_charge": -1,
  "s_squared": 4.0478
}